{
  "formula": "C3H4F3N",
  "method": "wB97M-V/def2-TZVPD",
  "species": ["C", "C", "C", "N", "F", "F", "F", "H", "H", "H", "H"],
  "positions_angstrom": [[2.8088, 0.4403, 0.7889], [2.3569, -0.7882, 1.0002], [-1.8651, -0.3447, 0.6102], [-0.9685, 0.3963, 0.1865], [3.6794, 0.7353, -0.2165], [2.5630, -1.7898, 0.1758], [-0.8941, 1.7073, 0.7957], [2.2557, 1.2619, 1.2097], [1.6818, -1.2130, 1.7629], [-2.4960, 0.0059, 1.5376], [-1.9078, -1.4058, 0.2974]],
  "atomic_forces_ev_per_a": [[2.5, 8.6, -1.7], [-3.0, -9.3, 3.3], [-2.0, 0.2, 3.7], [1.9, 1.1, -1.4], [-0.3, -0.6, 1.3], [0.1, -0.6, -2.3], [-0.8, -1.6, -0.1], [-0.1, 0.7, -0.7], [0.7, 1.3, 0.2], [0.9, -0.7, -2.0], [0.1, 1.0, -0.2]],
  "charge": 0,
  "s_squared": 2.0052,
  "de_lowest_kcal_mol": 72.4,
  "gap_ev": [6.1823, 9.7469],
  "multiplicity": 3
}



{
  "formula": "C3H4F6N4",
  "method": "wB97M-V/def2-TZVPD",
  "species": ["C", "C", "C", "N", "N", "N", "N", "F", "F", "F", "F", "F", "F", "H", "H", "H", "H"],
  "positions_angstrom": [[-1.0185, 0.9111, -0.1545], [1.2782, -0.3961, -0.4792], [2.3051, 0.3363, 0.2301], [-0.0602, -0.1550, 0.0440], [-2.3006, 0.1970, -0.2190], [-0.5984, -1.2753, 0.5948], [-2.1028, -1.1571, -0.0063], [-0.9155, 1.5432, -1.3608], [-0.9534, 1.7390, 0.8508], [2.0852, 1.6624, 0.0585], [-3.0180, 0.6987, 0.8455], [-1.0351, -0.9650, 1.9066], [-1.8827, -1.5944, -1.3597], [1.4070, -1.5115, -0.4791], [1.2261, -0.1437, -1.5108], [3.3609, 0.0163, -0.2236], [2.2227, 0.0941, 1.2627]],
  "atomic_forces_ev_per_a": [[1.1, -1.4, -1.4], [-1.6, -1.6, -1.3], [3.0, -1.0, -0.9], [0.2, -0.7, 0.5], [-0.2, 0.3, 0.5], [-2.9, 1.1, -1.7], [1.3, -1.0, -0.5], [0.7, -0.1, 1.3], [-0.1, 1.3, 0.0], [0.1, 1.1, -0.1], [-0.8, -0.5, 0.2], [0.4, 0.1, 0.7], [0.0, 0.1, 1.2], [0.1, 1.1, 0.3], [0.3, 0.5, -1.1], [-2.0, 0.9, 1.1], [0.4, 0.0, 1.1]],
  "charge": 0,
  "de_lowest_kcal_mol": 0.0,
  "gap_ev": 11.7691,
  "multiplicity": 1
}



{
  "formula": "C3H4FNO2",
  "method": "wB97M-V/def2-TZVPD",
  "species": ["C", "C", "C", "N", "O", "O", "F", "H", "H", "H", "H"],
  "positions_angstrom": [[0.7890, 1.0376, 0.3521], [0.9555, -0.4831, 0.1278], [-1.1908, -0.5580, -0.4960], [-0.2687, 1.6849, 0.0283], [0.0273, -0.8932, -0.8846], [-1.3069, 1.1263, -0.3866], [-1.4523, -0.9545, 0.7689], [1.5740, 1.4985, 0.7202], [2.0539, -0.5738, -0.3226], [0.8046, -0.8979, 1.1483], [-1.9856, -0.9868, -1.0557]],
  "atomic_forces_ev_per_a": [[-4.0, -3.5, -2.5], [2.6, 2.5, 0.0], [-0.3, 2.5, 1.3], [4.3, 2.3, 2.0], [0.4, -0.5, 0.3], [-3.6, -5.3, -2.1], [0.0, 0.0, 0.6], [3.5, 2.7, 1.7], [-2.5, -0.5, 1.1], [0.3, -0.8, -1.1], [-0.5, 0.5, -1.3]],
  "charge": 0,
  "de_lowest_kcal_mol": 88.0,
  "gap_ev": 10.0938,
  "multiplicity": 1
}



{
  "formula": "C3H4FNO3",
  "method": "wB97M-V/def2-TZVPD",
  "species": ["C", "C", "C", "H", "H", "H", "H", "N", "O", "O", "O", "F"],
  "positions_angstrom": [[1.3870, -0.2669, -0.1846], [-0.0299, -0.5419, 0.4007], [-1.4294, 0.1594, -0.2965], [0.8471, 1.7464, 0.1743], [2.3664, 1.4733, -0.2745], [-0.2303, -0.0935, 1.3861], [-2.3402, -1.4946, -0.2922], [1.6773, 1.0693, 0.2603], [1.9903, -1.0007, -0.9097], [-2.5542, -0.5094, -0.5225], [-1.3973, 1.4048, -0.1510], [-0.2865, -1.9460, 0.4095]],
  "atomic_forces_ev_per_a": [[-2.1, 2.6, 0.4], [-3.1, -1.7, -1.3], [2.3, 4.0, 2.5], [1.1, -1.8, 0.6], [2.4, 0.9, -1.3], [0.7, -0.6, -0.1], [-0.6, 2.1, -0.8], [-2.6, -1.0, -0.2], [0.2, 0.3, 0.7], [1.8, -2.6, 0.6], [-0.4, -3.6, -1.4], [0.3, 1.3, 0.3]],
  "charge": 0,
  "de_lowest_kcal_mol": 36.6,
  "gap_ev": 11.0073,
  "multiplicity": 1
}



{
  "formula": "C3H4FNS",
  "method": "wB97M-V/def2-TZVPD",
  "species": ["C", "C", "C", "N", "F", "S", "H", "H", "H", "H"],
  "positions_angstrom": [[0.3631, 1.0723, -0.0936], [-0.9214, 1.0025, -0.4535], [-0.1119, -1.1933, 0.4756], [0.9734, -0.0942, 0.3567], [1.9449, -0.5542, -0.6298], [-1.6383, -0.5746, -0.3098], [0.9835, 1.9521, -0.1449], [-1.5446, 1.8164, -0.7697], [0.2399, -2.1166, 0.0265], [-0.2886, -1.3104, 1.5424]],
  "atomic_forces_ev_per_a": [[-0.2, 0.6, -0.8], [0.3, -0.3, 0.3], [1.2, 1.5, -0.1], [-0.9, -2.2, 0.8], [-0.5, 0.3, 0.0], [0.0, -0.2, -0.1], [0.0, 0.1, 0.0], [0.0, 0.3, -0.1], [0.1, 0.1, 0.0], [0.0, -0.1, -0.1]],
  "charge": 0,
  "de_lowest_kcal_mol": 49.7,
  "gap_ev": 9.2458,
  "multiplicity": 1
}



{
  "formula": "C3H4FNS",
  "method": "wB97M-V/def2-TZVPD",
  "species": ["C", "C", "C", "H", "H", "H", "H", "N", "F", "S"],
  "positions_angstrom": [[-0.6803, 0.0138, 0.2306], [0.2752, -1.0490, -0.1614], [0.0107, 1.3215, -0.0823], [-0.8231, -0.0589, 1.3239], [0.3801, -1.8792, 0.5292], [0.0270, -1.5182, -1.0946], [-0.4253, 2.2869, -0.0483], [1.2678, 1.2968, -0.2430], [-1.9124, -0.1193, -0.3356], [1.8804, -0.2945, -0.1185]],
  "atomic_forces_ev_per_a": [[0.0, 0.5, 1.5], [0.5, -1.6, 0.1], [0.8, -0.4, 0.0], [-0.1, 0.3, -0.2], [-0.6, 0.0, 0.4], [-0.1, 0.2, -0.9], [-0.9, 0.6, -0.1], [0.1, -0.2, 0.1], [-0.5, 0.0, -0.5], [0.8, 0.7, -0.4]],
  "charge": 0,
  "de_lowest_kcal_mol": 8.2,
  "gap_ev": 9.6654,
  "multiplicity": 1
}



{
  "formula": "C3H4FNS",
  "method": "wB97M-V/def2-TZVPD",
  "species": ["C", "C", "C", "H", "H", "H", "H", "N", "F", "S"],
  "positions_angstrom": [[-0.2425, 0.7165, -0.1765], [0.6382, -0.4506, -0.1541], [1.8975, -0.2536, 0.0575], [-3.5033, 0.0357, 0.2669], [0.2616, 1.7041, -0.2511], [2.1617, 0.7950, 0.1607], [2.6862, -1.0484, 0.4152], [-1.5108, 0.8313, -0.1066], [0.0090, -1.6308, -0.2003], [-2.3976, -0.6991, -0.0118]],
  "atomic_forces_ev_per_a": [[-0.7, 1.7, -0.5], [-1.9, 0.1, 0.1], [3.7, -1.3, 1.8], [0.1, -0.6, -0.2], [0.0, -0.8, 0.1], [0.3, -0.3, -0.2], [-1.8, 1.6, -1.2], [0.4, -1.8, 0.0], [0.6, -0.3, -0.1], [-0.7, 1.7, 0.3]],
  "charge": 0,
  "de_lowest_kcal_mol": 34.3,
  "gap_ev": 9.2850,
  "multiplicity": 1
}



{
  "formula": "C3H4FNS",
  "method": "wB97M-V/def2-TZVPD",
  "species": ["C", "C", "C", "H", "H", "H", "H", "N", "F", "S"],
  "positions_angstrom": [[-0.0028, -0.9844, 0.3518], [-0.2591, 0.3495, 0.2255], [0.0287, 1.2889, 1.1469], [-0.3035, -0.4730, -2.5203], [0.2494, -1.2474, 1.3461], [0.3167, 1.1421, 2.2983], [-0.1001, 2.3406, 0.9587], [0.3635, -1.8100, -0.5623], [-0.4492, 1.0133, -0.9557], [0.1564, -1.6197, -2.2892]],
  "atomic_forces_ev_per_a": [[1.6, -3.1, -2.0], [0.4, 6.5, 0.9], [0.0, -0.9, 3.8], [-1.1, 2.7, -0.1], [-0.1, -0.6, 1.0], [-0.7, -0.4, -2.9], [0.1, 0.1, -0.6], [-1.1, 0.2, -0.9], [-0.6, -1.4, -0.8], [1.5, -3.1, 1.6]],
  "charge": 0,
  "de_lowest_kcal_mol": 51.0,
  "gap_ev": 8.6284,
  "multiplicity": 1
}



{
  "formula": "C3H4FNS",
  "method": "wB97M-V/def2-TZVPD",
  "species": ["C", "C", "C", "H", "H", "H", "H", "N", "F", "S"],
  "positions_angstrom": [[0.7778, -0.3113, 0.0875], [-0.6029, 0.2126, -0.1387], [-0.4731, 1.3244, -1.1436], [-0.0408, -1.5677, 1.8779], [1.2188, 0.4301, 0.7509], [1.3250, -0.4407, -0.8577], [-1.3239, -0.4697, -0.6627], [-0.6335, 2.1729, -1.9177], [-1.1184, 0.5719, 1.1050], [0.8710, -1.9224, 0.8991]],
  "atomic_forces_ev_per_a": [[0.5, -0.7, 0.2], [-0.5, -0.2, -1.4], [-1.4, 1.4, 0.2], [0.8, -0.4, -0.6], [0.5, 0.1, -0.3], [-0.1, 0.4, 0.4], [0.6, 0.2, 0.9], [0.6, -1.1, 0.8], [0.0, 0.3, -1.0], [-1.0, 0.2, 0.8]],
  "charge": 0,
  "de_lowest_kcal_mol": 8.6,
  "gap_ev": 10.4499,
  "multiplicity": 1
}



{
  "formula": "C3H4FNS",
  "method": "wB97M-V/def2-TZVPD",
  "species": ["C", "C", "C", "N", "F", "S", "H", "H", "H", "H"],
  "positions_angstrom": [[0.3391, -0.0132, -1.3437], [1.5260, 0.4315, -1.5437], [-0.0087, -0.0530, 0.1259], [1.3055, -0.0333, 0.8418], [2.1964, 0.7928, -2.6757], [2.4801, 0.8192, -0.0494], [-0.3673, -0.2903, -2.1807], [-0.5589, 0.8234, 0.1639], [-0.4107, -0.9047, 0.5597], [1.1924, 0.2274, 1.7311]],
  "atomic_forces_ev_per_a": [[-2.5, -2.2, -1.3], [3.7, 1.8, 0.1], [3.1, 0.0, -1.0], [-0.4, -1.6, -4.3], [-1.0, -0.6, 0.8], [-0.2, 0.3, -1.0], [0.9, 0.4, 1.2], [-1.6, 1.8, 1.3], [-1.7, -1.5, 0.1], [-0.2, 1.6, 4.1]],
  "charge": 0,
  "de_lowest_kcal_mol": 38.4,
  "gap_ev": 8.4903,
  "multiplicity": 1
}



{
  "formula": "C3H4FNS",
  "method": "wB97M-V/def2-TZVPD",
  "species": ["C", "C", "C", "N", "F", "S", "H", "H", "H", "H"],
  "positions_angstrom": [[0.6823, -1.2859, 0.6705], [-0.1755, -0.1886, 1.1461], [-0.6208, 1.0551, -1.2543], [1.1432, -1.4073, -0.5400], [2.0178, -2.5286, -0.7349], [-0.7714, 1.1985, 0.3365], [0.9596, -2.1676, 1.3096], [-0.4748, -0.2599, 2.2171], [-0.9252, 1.9257, -1.7946], [-0.1539, 0.1790, -1.6688]],
  "atomic_forces_ev_per_a": [[0.5, -1.2, -0.8], [0.2, 0.0, 0.2], [0.3, -0.1, 0.3], [-0.5, 1.1, -0.1], [-0.9, 0.6, 1.0], [0.6, -2.2, 1.3], [-0.4, 1.2, 0.1], [0.3, 0.4, -1.1], [-0.1, 0.2, -0.4], [0.0, 0.0, -0.3]],
  "charge": 0,
  "de_lowest_kcal_mol": 89.3,
  "gap_ev": [7.4754, 7.4785],
  "multiplicity": 1
}



{
  "formula": "C3H4FO2S",
  "method": "wB97M-V/def2-TZVPD",
  "species": ["C", "C", "C", "O", "O", "F", "S", "H", "H", "H", "H"],
  "positions_angstrom": [[0.0230, -0.3757, 0.3308], [1.5158, -0.1584, -0.0565], [-0.9719, 0.5510, -0.3265], [-3.3070, -0.7942, 0.5101], [-1.8209, 1.3654, 0.4271], [1.8470, 1.3111, 0.1765], [-2.8318, 0.3327, -0.3121], [-0.2064, -1.5037, 0.1841], [-0.0918, -0.2531, 1.4676], [1.8025, -0.2174, -1.1061], [-0.6774, 1.0255, -1.2283]],
  "atomic_forces_ev_per_a": [[0.9, -1.1, 1.0], [0.0, 0.3, 1.1], [-0.9, -1.4, -0.3], [0.3, 0.3, 0.0], [0.0, 1.5, 1.5], [-0.6, -0.5, 0.1], [0.2, -1.0, -0.6], [0.2, 1.8, -0.1], [0.1, 0.0, -1.5], [-0.8, -0.3, -0.4], [0.6, 0.4, -0.8]],
  "charge": -1,
  "de_lowest_kcal_mol": 107.1,
  "gap_ev": 4.8836,
  "multiplicity": 1
}



{
  "formula": "C3H4FO3",
  "method": "wB97M-V/def2-TZVPD",
  "species": ["C", "C", "C", "O", "O", "O", "F", "H", "H", "H", "H"],
  "positions_angstrom": [[-2.0406, 0.4480, -0.7919], [0.6114, 0.4577, -0.2746], [-0.1971, -0.2076, 0.5989], [-2.1170, -0.5106, -1.4646], [-2.3640, 1.5051, -0.4022], [-0.4006, -1.5912, 0.5611], [2.5075, 0.4010, 0.1723], [0.8360, 0.0137, -1.2310], [0.6451, 1.5319, -0.2233], [-0.4666, 0.1899, 1.5653], [-0.3004, -1.8546, -0.3640]],
  "atomic_forces_ev_per_a": [[0.3, 0.1, 0.0], [-0.4, -0.1, 0.3], [-0.2, 0.0, -0.3], [0.0, -0.7, -0.3], [-0.2, 0.6, 0.4], [0.2, -0.1, -0.2], [0.1, 0.0, -0.1], [0.2, -0.1, -0.1], [0.0, 0.1, 0.1], [0.0, 0.1, 0.0], [-0.1, 0.0, 0.2]],
  "charge": -1,
  "de_lowest_kcal_mol": 42.9,
  "gap_ev": 6.8003,
  "multiplicity": 1
}



{
  "formula": "C3H4FO4S",
  "method": "wB97M-V/def2-TZVPD",
  "species": ["C", "C", "C", "O", "O", "O", "O", "F", "S", "H", "H", "H", "H"],
  "positions_angstrom": [[-1.6406, 0.3243, -1.2627], [-1.3427, -0.4505, 0.0177], [-1.1614, 0.8168, 0.0313], [3.3134, -0.5008, 0.1515], [1.1937, -1.7788, 0.0277], [1.6869, -0.1406, 1.8661], [1.1676, 0.6134, -0.3781], [-1.1367, 1.9311, 0.8556], [1.8317, -0.5018, 0.2245], [-0.9878, 0.2512, -2.1089], [-2.6297, 0.6294, -1.5882], [-1.1137, -1.3412, 0.4831], [0.8193, 0.1473, 1.6804]],
  "atomic_forces_ev_per_a": [[0.2, 0.9, -0.1], [-0.6, 1.7, 0.1], [-1.5, 0.9, 1.3], [-2.0, -0.3, -0.8], [-0.3, -0.3, -0.2], [0.6, -1.0, -1.3], [0.1, 1.1, -1.1], [0.6, -1.5, -1.4], [5.1, -0.5, 1.8], [0.8, 0.1, -0.3], [-0.6, -0.5, 0.2], [0.0, -1.8, 0.4], [-2.3, 1.2, 1.3]],
  "charge": -1,
  "de_lowest_kcal_mol": 59.0,
  "gap_ev": 9.0556,
  "multiplicity": 1
}



{
  "formula": "C3H4FeO3",
  "method": "wB97M-V/def2-TZVPD",
  "species": ["O", "Fe", "O", "C", "O", "C", "C", "H", "H", "H", "H"],
  "positions_angstrom": [[-0.1701, 0.9266, 1.0338], [3.1955, 0.0123, -0.4162], [1.4289, -0.2506, 0.0207], [0.3044, -0.0968, 0.3868], [-0.7825, -0.6794, -0.2183], [-1.8410, -0.0250, 0.2126], [-2.9646, 0.2202, -0.7016], [-2.1995, -0.2352, 1.2466], [-3.7400, -0.5384, -0.5270], [-3.3996, 1.1823, -0.3605], [-2.5704, 0.2932, -1.7260]],
  "atomic_forces_ev_per_a": [[0.8, -0.2, 0.9], [2.1, 0.1, -0.5], [0.8, -1.2, 0.4], [-2.7, 1.6, -0.9], [2.3, 0.8, 0.1], [-6.0, -3.0, -0.6], [3.2, 1.6, -0.1], [1.0, 1.0, 0.5], [-0.3, -0.3, 0.2], [-0.4, -0.1, 0.0], [-0.7, -0.3, 0.0]],
  "charge": 3,
  "s_squared": 8.7623,
  "de_lowest_kcal_mol": 47.3,
  "gap_ev": [10.2641, 7.6309],
  "multiplicity": 6
}



{
  "formula": "C3H4GdO",
  "method": "wB97M-V/def2-TZVPD",
  "species": ["C", "C", "C", "H", "H", "H", "H", "O", "Gd"],
  "positions_angstrom": [[-0.4773, -0.0825, 0.4700], [0.8520, 0.6088, 0.7217], [0.5821, -0.8978, 0.6013], [-1.4036, 0.0531, 1.0282], [0.9923, 1.0771, 1.7081], [1.2488, 1.1705, -0.1380], [0.9490, -1.8977, 0.8185], [-1.3730, 0.1194, -1.5322], [-1.3702, -0.1509, -3.6776]],
  "atomic_forces_ev_per_a": [[-0.6, 1.9, 0.8], [-1.7, -1.6, -0.8], [1.4, 0.8, 0.3], [-0.3, -0.4, -0.8], [0.0, -0.1, -0.3], [0.5, -0.5, 0.3], [0.0, 0.1, -0.3], [0.8, -0.8, -2.8], [-0.2, 0.5, 3.6]],
  "charge": 2,
  "s_squared": 20.4639,
  "gap_ev": [6.4201, 8.3415],
  "multiplicity": 9
}



{
  "formula": "C3H4HgO3",
  "method": "wB97M-V/def2-TZVPD",
  "species": ["O", "C", "C", "H", "H", "H", "Hg", "O", "C", "O", "H"],
  "positions_angstrom": [[-1.8927, 0.7187, -0.5227], [-2.1199, -0.3760, -0.4507], [-2.2019, -1.7995, -0.4872], [-1.4977, -2.0993, -1.2932], [-3.2260, -2.0802, -0.7757], [-1.9816, -2.1875, 0.5176], [-3.3266, 1.6790, 2.4366], [-3.4580, -0.2847, 2.4962], [-4.2360, -0.3893, 3.4856], [-4.5122, 0.9330, 3.8559], [-5.1517, 1.0267, 4.5721]],
  "atomic_forces_ev_per_a": [[-0.6, -0.8, 0.3], [1.0, 0.6, -0.7], [-0.5, 0.0, -0.1], [-0.1, -0.1, 0.5], [0.1, 0.0, 0.0], [0.2, -0.1, -0.2], [3.2, 6.6, -3.5], [-1.0, -3.9, 1.2], [0.4, 0.4, -0.7], [-2.2, -2.8, 2.7], [-0.5, 0.1, 0.7]],
  "charge": 2,
  "de_lowest_kcal_mol": 6.5,
  "gap_ev": 7.4262,
  "multiplicity": 1
}



{
  "formula": "C3H4IN",
  "method": "wB97M-V/def2-TZVPD",
  "species": ["C", "C", "C", "N", "I", "H", "H", "H", "H"],
  "positions_angstrom": [[0.9093, -1.5035, -0.0418], [1.4686, -0.3600, 0.1865], [-0.7214, 0.9487, -0.0673], [-0.8262, 2.1365, -0.2914], [-2.1943, -0.4842, 0.5104], [1.3507, -2.4050, -0.1397], [-0.2076, -1.5455, -0.3941], [1.8813, 0.6193, 0.2281], [-1.6605, 2.5938, 0.0093]],
  "atomic_forces_ev_per_a": [[-2.3, 3.0, -0.9], [-2.5, 0.3, -0.9], [2.0, -0.6, -0.1], [0.6, -0.1, 0.4], [-1.0, -0.3, 0.3], [1.8, -2.9, 0.1], [1.7, 0.1, 0.9], [0.5, -0.1, 0.3], [-0.9, 0.6, -0.2]],
  "charge": 0,
  "de_lowest_kcal_mol": 107.2,
  "gap_ev": [8.0067, 7.0900],
  "multiplicity": 1
}



{
  "formula": "C3H4IN",
  "method": "wB97M-V/def2-TZVPD",
  "species": ["C", "C", "C", "N", "I", "H", "H", "H", "H"],
  "positions_angstrom": [[-1.8225, -1.4656, -0.3205], [-1.2214, -0.6904, 0.3291], [-0.6318, 1.9211, 0.8939], [0.2874, 2.1707, 0.1912], [2.0885, -1.1846, -1.0589], [-2.5294, -2.1648, -0.8241], [3.4584, -1.2213, 0.1442], [-0.6212, 0.0139, 0.9236], [0.9920, 2.6209, -0.2785]],
  "atomic_forces_ev_per_a": [[-2.8, -2.7, -2.0], [2.1, 1.8, 2.0], [1.8, 1.4, -1.2], [-3.3, -1.0, 2.5], [2.2, 0.0, 1.9], [1.3, 1.1, 0.6], [-2.1, 0.1, -1.9], [-0.9, -1.4, -0.7], [1.7, 0.8, -1.2]],
  "charge": 0,
  "de_lowest_kcal_mol": 84.0,
  "gap_ev": 9.6059,
  "multiplicity": 1
}



{
  "formula": "C3H4IN",
  "method": "wB97M-V/def2-TZVPD",
  "species": ["C", "C", "C", "N", "I", "H", "H", "H", "H"],
  "positions_angstrom": [[-1.0664, 0.3941, -0.0704], [-0.5006, -1.0459, -0.1588], [0.2020, 0.7139, 0.0322], [0.6978, -0.7038, -0.0659], [4.0549, 0.5647, 0.2367], [-1.9511, 0.9923, 0.1301], [-1.1764, -1.9455, -0.1896], [0.6859, 1.5746, 0.1772], [2.9451, -0.5845, 0.0235]],
  "atomic_forces_ev_per_a": [[-0.5, 0.7, 0.4], [-3.8, -0.5, 0.2], [-1.8, -1.9, -0.5], [2.1, -1.0, -0.2], [0.1, 0.0, 0.0], [-0.1, -0.5, -0.4], [1.8, 0.2, -0.1], [2.3, 3.0, 0.6], [-0.1, 0.0, 0.0]],
  "charge": 0,
  "de_lowest_kcal_mol": 79.7,
  "gap_ev": 8.9631,
  "multiplicity": 1
}